Model A:
A cluster of 2 separate species, C6H14N2O in total. Source: the OMol25 dataset; level of theory: wB97M-V/def2-TZVPD.

ORCA input file:
```
! RIJCOSX wB97M-V def2-TZVPD def2/J DEFGRID3
* xyz 0 1
O -0.345 -1.978 1.976
N 0.600 2.289 0.216
N -1.900 -0.940 -0.811
C -1.421 -0.588 0.342
C -2.242 0.345 1.197
C -0.081 -1.073 0.908
C 0.840 -1.751 -0.095
C 2.183 1.447 -1.421
C 0.857 2.005 -1.016
H -3.298 0.067 1.138
H 0.563 -2.801 -0.245
H 2.713 2.197 -2.013
H 0.114 2.190 -1.809
H -1.283 -1.586 -1.308
H 2.026 0.562 -2.041
H -2.125 1.369 0.833
H 1.867 -1.752 0.285
H 0.842 -1.250 -1.066
H 0.430 -0.203 1.331
H -0.860 -2.719 1.611
H -0.341 2.694 0.290
H -1.920 0.295 2.240
H 2.779 1.182 -0.544
*
```

orbital gap	10.5	eV
LUMO level	0.8477	eV
SMILES string	[H]/N=C(/C)[C@H](C)O.[H]/N=C/C
HOMO	-9.678	eV

---

Model B:
A structure of composition C6H14N2O. Source: the OMol25 dataset; level of theory: wB97M-V/def2-TZVPD.

ORCA input file:
```
! RIJCOSX wB97M-V def2-TZVPD def2/J DEFGRID3
* xyz 0 1
O -1.108 -0.573 -1.248
N 0.174 0.600 0.524
N -2.571 0.709 0.304
C 1.476 -1.426 0.107
C -1.760 -1.376 1.166
C 1.042 -0.029 -0.230
C -1.634 -0.154 0.296
C 1.906 0.691 -1.228
C 0.115 2.056 0.468
H 1.093 2.494 0.671
H -0.596 2.393 1.223
H -1.303 -1.481 -1.521
H 2.716 1.219 -0.715
H 1.880 -1.944 -0.762
H 1.323 1.411 -1.800
H 2.355 -0.025 -1.917
H -0.236 2.423 -0.502
H -2.791 -1.453 1.513
H -1.101 -1.294 2.033
H 0.673 -2.039 0.503
H 2.257 -1.358 0.873
H -2.410 1.443 -0.382
H -1.500 -2.286 0.626
*
```

orbital gap (alpha / beta)	9.5 / 9.5	eV
LUMO level (alpha / beta)	0.6872 / 0.6870	eV
HOMO (alpha / beta)	-8.811 / -8.810	eV

---

Name the least stable of them. model B.

---

Model A:
A cluster of 2 separate species, C6H14N2O in total. Source: the OMol25 dataset; level of theory: wB97M-V/def2-TZVPD.

ORCA input file:
```
! RIJCOSX wB97M-V def2-TZVPD def2/J DEFGRID3
* xyz 0 1
O 0.732 -0.965 1.831
N -0.527 0.320 0.426
N 2.264 -0.871 -0.723
C 1.446 1.279 1.517
C -1.115 -0.711 -0.335
C -0.946 1.684 0.171
C 0.523 0.099 1.286
C -0.891 -2.009 -0.141
C -2.000 -0.272 -1.472
H -2.017 1.715 -0.011
H 1.436 -1.372 -1.024
H -2.235 -1.132 -2.091
H -0.428 2.120 -0.691
H 2.362 0.895 1.951
H -1.511 0.475 -2.092
H -1.336 -2.734 -0.799
H 1.673 1.777 0.582
H -2.941 0.138 -1.108
H 1.016 1.991 2.219
H 3.004 -1.080 -1.378
H -0.292 -2.385 0.664
H 2.531 -1.262 0.175
H -0.748 2.302 1.045
*
```

orbital gap	9.3	eV
LUMO level	0.8823	eV
SMILES string	C=C(C)N(C)C(C)=O.N
HOMO	-8.376	eV

---

Model B:
An isolated molecule of C6H14N2O. Source: the OMol25 dataset; level of theory: wB97M-V/def2-TZVPD.

ORCA input file:
```
! RIJCOSX wB97M-V def2-TZVPD def2/J DEFGRID3
* xyz 0 1
O -0.149 -0.602 -2.185
N -0.069 0.892 -0.439
N 0.411 -2.720 0.133
C -0.152 1.274 0.959
C -0.303 2.787 1.044
C 0.699 -1.492 -0.165
C -1.782 -0.860 -0.457
C 2.138 -1.064 0.020
C -0.328 -0.495 -0.779
H -0.541 3.085 2.071
H -1.939 -1.028 0.614
H 2.797 -1.934 -0.065
H -0.363 -1.517 -2.433
H 0.743 0.971 1.511
H -1.116 3.142 0.400
H -2.469 -0.071 -0.787
H 0.793 1.202 -0.879
H 2.431 -0.335 -0.737
H -2.097 -1.765 -0.989
H -0.569 -2.953 -0.054
H 2.263 -0.636 1.017
H 0.619 3.297 0.746
H -1.016 0.823 1.455
*
```

orbital gap	9.7	eV
LUMO level	0.8989	eV
SMILES string	[H]/N=C(/C)[C@](C)(O)NCC
HOMO	-8.792	eV

---

Model C:
An isolated molecule of C6H14N2O. Source: the OMol25 dataset; level of theory: wB97M-V/def2-TZVPD.

ORCA input file:
```
! RIJCOSX wB97M-V def2-TZVPD def2/J DEFGRID3
* xyz 0 1
O 3.073 1.243 0.247
N 1.987 1.183 -0.324
N 1.629 -0.111 -0.599
C 2.333 -1.189 0.078
C 0.409 -0.234 -1.121
C -0.508 -0.286 1.374
C -0.883 0.304 -0.013
C -1.100 1.813 0.020
C -2.219 -0.393 -0.442
H 0.070 0.346 -1.994
H 0.152 -1.254 -1.358
H -3.120 -0.032 0.128
H -0.146 2.436 0.134
H -0.477 -1.424 1.152
H -1.599 2.082 -0.944
H -1.851 1.959 0.842
H 0.512 0.031 1.772
H 1.673 -2.026 -0.021
H 3.214 -1.486 -0.328
H -2.041 -1.517 -0.420
H -1.274 -0.240 2.163
H -2.401 -0.106 -1.534
H 2.568 -1.098 1.185
*
```

orbital gap	9.6	eV
LUMO level	0.7075	eV
SMILES string	CN(CC(C)(C)C)N=O
HOMO	-8.943	eV

---

Model D:
A cluster of 2 separate species, C6H14N2O in total. Source: the OMol25 dataset; level of theory: wB97M-V/def2-TZVPD.

ORCA input file:
```
! RIJCOSX wB97M-V def2-TZVPD def2/J DEFGRID3
* xyz 0 1
O 1.071 -1.828 0.172
N 1.797 0.411 -0.109
N 2.970 -0.018 0.502
C -1.912 -0.620 -0.304
C 0.954 -0.567 -0.438
C -0.569 0.202 1.644
C -0.821 0.310 0.158
C 0.599 -0.459 -1.825
C -0.895 1.729 -0.332
H 0.865 0.379 -2.450
H -1.180 1.789 -1.381
H -0.318 -0.818 1.938
H 2.896 -0.921 0.963
H 0.060 2.233 -0.186
H -2.785 -0.476 0.343
H -2.211 -0.438 -1.334
H -1.638 2.268 0.272
H 0.232 0.867 1.959
H 3.303 0.691 1.141
H 0.923 -2.487 -0.521
H -0.229 -1.045 -2.189
H -1.613 -1.665 -0.190
H -1.499 0.462 2.166
*
```

orbital gap (alpha / beta)	7.1 / 7.2	eV
LUMO level (alpha / beta)	0.1208 / 0.3077	eV
HOMO (alpha / beta)	-6.974 / -6.850	eV

---

Name the least stable of them. model D.